18
Properties=species:S:1:pos:R:3:forces:R:3:lowdin_charge:R:1 method="wB97M-V/def2-TZVPD" lumo_ev="-3.43 / -8.07" spin_multiplicity=2 max_force_ha_per_bohr=0.0776 homo_energy_ev="-14.916 / -14.690" gap_ev="11.49 / 6.62" e_tot_ha=-326.674973 de_lowest_kj_mol=391.5 total_charge=+1
C 0.66975 0.18378 1.57322 0.53 -0.05 1.06 -0.213
N 0.81689 1.01899 0.31936 -3.17 -2.35 0.56 0.085
C -0.43529 1.41582 -0.20537 1.80 0.05 2.89 -0.049
C -1.70735 -0.00197 -0.24622 0.90 1.62 -2.06 0.129
C -0.87749 -0.22536 -1.56577 -2.01 -1.99 -0.40 -0.296
O -0.12707 -1.15602 -1.68888 -0.04 0.60 0.69 0.104
C 1.31509 -1.18083 1.28130 1.31 0.86 2.24 -0.064
H -0.30462 -0.10780 1.99230 -0.66 0.73 -1.40 0.114
H 0.93434 0.79976 2.45278 1.32 -0.44 -0.52 0.138
H 1.48647 0.44452 -0.22391 -0.24 1.27 -0.50 0.156
H -0.98492 1.84908 0.64591 0.03 0.33 -0.62 0.142
H -0.37028 1.99238 -1.12388 -0.45 -0.23 -0.04 0.133
H -2.65462 0.54208 -0.06710 0.58 0.11 -1.20 0.124
H -1.75799 -0.81781 0.43861 1.15 -0.55 0.57 0.096
H -1.08326 0.40912 -2.43074 -0.24 0.44 0.11 0.143
H 0.70828 -1.76186 0.61892 -0.01 -0.27 -0.55 0.064
H 1.40977 -1.68723 2.24630 -0.50 -0.23 -0.02 0.097
H 2.38625 -1.12125 1.05317 -0.29 0.12 -0.80 0.098